# 1
C23H23N4 as an isolated structure in a non-equilibrium geometry. Source: the Open Molecules 2025 dataset; level of theory: wB97M-V/def2-TZVPD.

Results
Multiplicity: 1
Relative energy (zero: lowest compared OMol25 entry of this formula, charge and spin): 33.62 kcal per mole
HOMO level: -10.27 eV
Kohn-Sham gap: 6.60 eV
Net charge: +1
LUMO energy: -0.1349 Eh

CARTESIAN COORDINATES (ANGSTROEM)
C 5.02656 0.80862 1.87525
N 3.66368 0.32634 1.98373
C 2.54605 1.08606 1.79689
C 1.38516 0.29823 2.02189
C 0.04611 0.69009 1.93265
C -0.99197 -0.19361 1.65260
C -0.97999 -1.49761 1.07335
N -2.21102 -2.07637 1.20385
C -2.53344 -3.44640 0.85617
C -3.09168 -1.17856 1.82419
C -2.37708 0.01057 2.08429
C -2.94559 0.99889 2.86487
C -4.22785 0.79749 3.39348
C -4.91686 -0.40319 3.15124
C -4.35181 -1.41577 2.35746
C 1.88592 -1.02582 2.42471
C 3.30117 -0.97126 2.35071
C 4.13070 -2.02688 2.69961
C 3.50972 -3.20837 3.13241
C 2.11159 -3.28530 3.23367
C 1.29909 -2.18218 2.91713
H 5.70494 0.02771 2.22571
H 5.27904 1.06489 0.83675
H 5.15549 1.70540 2.49510
H 2.62155 2.12286 1.48058
H -0.22828 1.81151 2.09558
H -0.14580 -2.01299 0.60451
H -3.55656 -3.65454 1.17926
H -2.45244 -3.60237 -0.22688
H -1.84301 -4.14544 1.34815
H -2.36202 1.89680 3.04269
H -4.68455 1.57540 4.00784
H -5.90210 -0.54905 3.58850
H -4.85782 -2.35856 2.16117
H 5.21302 -1.91259 2.63914
H 4.12106 -4.06637 3.40695
H 1.64653 -4.21447 3.56615
H 0.22143 -2.23173 3.04696
C -1.49987 5.88088 4.32818
N -0.96242 4.96490 3.33580
C -0.94839 3.61247 3.42875
N -0.39259 3.09464 2.33992
C -0.04570 4.14602 1.50816
C -0.38780 5.31742 2.11680
H -1.32917 6.90282 3.97729
H -2.57841 5.72713 4.47253
H -1.00518 5.74114 5.29869
H -1.35077 3.07307 4.28005
H 0.40448 3.99207 0.54634
H -0.28952 6.33882 1.80352

=====

# 2
A 2-piece molecular cluster, C3H10NO overall in a non-equilibrium geometry. Source: the Open Molecules 2025 dataset; level of theory: wB97M-V/def2-TZVPD.

Results
Multiplicity: 2
Relative energy (zero: lowest compared OMol25 entry of this formula, charge and spin): 33.12 kcal per mole
HOMO level (spin up / spin down): -5.14 / -10.07 eV
Kohn-Sham gap (spin up / spin down): 5.87 / 10.80 eV
Net charge: 0
LUMO energy (spin up / spin down): 0.0269 / 0.0268 Eh

CARTESIAN COORDINATES (ANGSTROEM)
C -1.98082 1.76957 0.21366
O -0.72846 1.58902 -0.50027
H -2.62115 2.44650 -0.35263
H -1.78541 2.16212 1.22766
H -2.38926 0.76182 0.28759
H -0.84264 2.03113 -1.35731
C 2.10962 -0.75953 0.22582
C 0.14223 -2.08946 -0.03532
N 0.65289 -0.91936 0.06026
H 2.34827 -0.27936 1.19189
H 2.57308 -1.81999 -0.01542
H 2.46961 -0.12287 -0.48931
H 0.70928 -3.01384 0.26323
H -0.93582 -1.88286 0.27849
H 0.10527 -0.08277 0.12118

=====

# 3
One molecule with the formula C24H30N2O3. Source: the Open Molecules 2025 dataset; level of theory: wB97M-V/def2-TZVPD.

Results
Multiplicity: 1
Relative energy (zero: lowest compared OMol25 entry of this formula, charge and spin): 90.56 kcal per mole
HOMO level: -7.99 eV
Kohn-Sham gap: 8.70 eV
Structure (SMILES): COc1cccc2c1OCC(CN1CCN(Cc3ccccc3)[C@H](CCO)C1)=C2
Net charge: 0
LUMO energy: 0.0263 Eh

CARTESIAN COORDINATES (ANGSTROEM)
C -6.18010 -0.03338 1.81934
O -4.91366 -0.55156 1.50149
C -4.36242 -0.22070 0.29907
C -4.92511 0.64779 -0.62751
C -4.27837 0.91931 -1.82525
C -3.07300 0.32087 -2.12137
C -2.48568 -0.54888 -1.20609
C -3.12177 -0.81032 0.00806
O -2.59566 -1.68840 0.91110
C -1.18509 -1.80379 0.90102
C -0.59380 -1.87392 -0.48372
C 0.73541 -2.56050 -0.67884
N 1.89926 -1.68738 -0.56864
C 1.90430 -0.62868 -1.56187
C 3.22023 0.15011 -1.48031
N 3.53308 0.66441 -0.15907
C 3.00015 1.98211 0.16835
C 1.49820 2.10952 0.29434
C 0.86549 1.90306 1.51496
C -0.51515 1.94540 1.61412
C -1.28474 2.20721 0.49385
C -0.66436 2.44996 -0.71945
C 0.71532 2.40513 -0.81617
C 3.40024 -0.36483 0.86578
C 4.58976 -1.33699 0.81860
C 5.93111 -0.62370 1.00814
O 6.28318 0.19554 -0.07468
C 2.07114 -1.13177 0.76031
C -1.23987 -1.24695 -1.46990
H -6.43256 -0.45248 2.79215
H -6.93649 -0.33718 1.08796
H -6.16469 1.05988 1.89169
H -5.87029 1.12505 -0.42337
H -4.73512 1.59964 -2.52820
H -2.57390 0.51660 -3.05857
H -0.96673 -2.71473 1.46565
H -0.75517 -0.94730 1.45365
H 0.85978 -3.35919 0.05746
H 0.76998 -3.00205 -1.67926
H 1.05126 0.05512 -1.42750
H 1.82685 -1.08755 -2.55115
H 4.03498 -0.51792 -1.77528
H 3.19670 0.98374 -2.18488
H 3.35178 2.66224 -0.61475
H 3.46681 2.28536 1.11143
H 1.45899 1.70388 2.39722
H -0.99091 1.77209 2.56875
H -2.36187 2.22632 0.56360
H -1.26003 2.67063 -1.59254
H 1.19178 2.60034 -1.76714
H 3.42124 0.13910 1.83971
H 4.46772 -2.06608 1.62068
H 4.58847 -1.87471 -0.12821
H 5.89600 -0.03109 1.93750
H 6.73406 -1.35995 1.10557
H 5.49561 0.72591 -0.28139
H 1.25159 -0.44452 1.01958
H 2.07179 -1.95389 1.48032
H -0.87638 -1.26039 -2.48682

=====

# 4
C9H66NO25Pd as an isolated structure in a non-equilibrium geometry. Source: the Open Molecules 2025 dataset; level of theory: wB97M-V/def2-TZVPD.

Results
Multiplicity: 3
Relative energy (zero: lowest compared OMol25 entry of this formula, charge and spin): 127.85 kcal per mole
HOMO level (spin up / spin down): -11.57 / -12.20 eV
Kohn-Sham gap (spin up / spin down): 6.60 / 6.05 eV
Net charge: +1
LUMO energy (spin up / spin down): -0.1825 / -0.2260 Eh

CARTESIAN COORDINATES (ANGSTROEM)
Pd -4.50508 -2.53451 15.41678
C -1.24392 -5.67300 19.03145
C -1.63598 -4.82715 20.34360
C -0.31285 -4.79484 21.18883
C -0.44420 -3.75673 22.34121
C -0.77076 -2.33342 21.72310
C -2.11719 -2.29013 20.94490
N -2.00480 -3.40313 19.91996
O -2.96447 -3.37508 18.91702
C -1.95978 -0.86399 20.33163
C -3.32435 -2.30575 21.90587
C -2.74494 -5.54107 21.14831
H -0.57204 -5.14256 18.35668
H -1.99656 -5.81972 18.25679
H -1.04010 -6.71167 19.29168
H 0.48398 -4.54054 20.48992
H -0.07131 -5.77940 21.58937
H 0.51528 -3.67794 22.85237
H -1.08556 -4.14789 23.13099
H 0.10433 -2.11682 21.11039
H -0.75120 -1.56394 22.49485
H -2.89067 -0.70559 19.78715
H -1.10955 -0.81522 19.65133
H -1.96733 0.03922 20.94176
H -3.67983 -1.33212 22.24317
H -3.03958 -2.74289 22.86291
H -4.19157 -2.84904 21.53052
H -3.13885 -4.98676 22.00017
H -2.39562 -6.50714 21.51275
H -3.62630 -5.80928 20.56576
O 0.64534 -10.64725 17.54206
H 0.63722 -9.81756 17.06482
H 1.03391 -10.43254 18.39008
O -5.30140 -8.59762 17.73133
H -5.02585 -9.48887 17.94577
H -5.42110 -8.17254 18.58057
O -7.46532 -4.97547 23.86577
H -7.54249 -4.65143 22.96840
H -7.72847 -4.23470 24.41189
O 0.40504 2.80188 16.54480
H 0.29029 3.41282 17.27268
H 0.86576 3.30889 15.87628
O -1.75985 -3.13552 13.88411
H -1.51574 -3.27122 12.96856
H -0.98881 -3.40887 14.38111
O 3.77659 -6.97379 15.85265
H 4.14794 -7.67866 16.38322
H 3.79116 -6.20805 16.42681
O -7.85321 -3.97333 19.96367
H -8.63502 -3.43595 19.83619
H -7.18366 -3.55511 19.42234
O 3.64398 -3.77512 17.95122
H 4.09444 -3.61344 18.78017
H 2.82660 -3.28208 18.02211
O -7.31842 -1.59913 25.01726
H -6.67019 -1.14012 25.55143
H -7.49080 -1.00557 24.28637
O -2.34481 -8.53612 25.48308
H -1.57767 -8.21864 25.00671
H -2.01359 -9.25761 26.01786
O -5.20632 -5.67144 15.18473
H -5.34395 -6.24455 15.93894
H -4.94766 -6.26286 14.47795
O -5.86729 -8.73308 24.31651
H -4.93403 -8.66026 24.51641
H -6.10532 -7.87476 23.96600
O 5.21505 -3.17486 21.32043
H 4.93006 -2.32950 21.66740
H 4.76612 -3.82147 21.86502
O 4.08066 0.41379 22.12351
H 4.74679 1.08777 22.25866
H 3.24885 0.86846 22.25616
O 1.01196 4.41810 19.79308
H 0.67457 3.90596 20.52800
H 1.87761 4.04806 19.62004
O 1.61939 -3.74509 28.58879
H 1.76926 -3.24029 27.78944
H 1.00112 -3.21694 29.09380
O -5.00329 4.96627 22.25259
H -4.14142 4.55441 22.31421
H -5.29930 5.04028 23.15987
O 1.70974 -0.99667 25.77595
H 1.12829 -0.83244 25.03355
H 1.94370 -0.12503 26.09494
O -8.25132 0.12453 21.78686
H -8.55445 -0.62795 21.27881
H -8.56709 0.88574 21.29994
O -3.07997 0.19361 15.78588
H -2.85693 0.61674 16.61500
H -2.33956 0.38711 15.21090
O -5.82110 2.14300 17.90998
H -5.39428 2.95832 18.17323
H -6.32477 2.37669 17.13028
O 0.81025 -1.67117 16.88430
H 0.17078 -2.02338 17.50338
H 0.72321 -0.72124 16.96376
O 1.58445 -7.05165 26.60211
H 0.84331 -7.37619 27.11359
H 1.69201 -6.14357 26.88501
O -1.39453 4.32431 23.16936
H -0.62166 3.86536 23.49841
H -1.07139 5.19007 22.91978